Density functional theory data (ωB97M-V/def2-TZVPD) for a 21-piece molecular cluster, C79H146O43S10 overall in a non-equilibrium geometry.

frontier orbital gap	8.51	eV
largest force on an atom	6.1	eV/A

XYZ file:
```
278
Properties=species:S:1:pos:R:3:forces:R:3:mulliken_charge:R:1
C -2.08419 8.62457 -2.21107 0.477 -0.767 -1.061 -1.63
C -1.78213 7.44854 -3.17979 -2.028 0.327 1.100 1.85
C -2.41776 7.70619 -4.58311 -0.229 -0.513 0.683 -0.24
O -1.37919 7.40498 -5.49069 0.706 0.277 0.802 -0.36
C -0.23988 7.21607 -4.78692 2.735 -1.026 -1.545 0.53
O 0.80073 6.94432 -5.36125 -1.992 0.809 1.876 -0.56
O -0.42559 7.31144 -3.41836 1.320 0.018 -2.110 -0.31
H -1.66591 8.59833 -1.20486 0.110 -0.548 -0.139 0.24
H -3.17034 8.67597 -2.13553 0.035 0.501 -0.081 0.35
H -1.59370 9.44735 -2.73122 -0.554 0.597 0.232 0.52
H -2.15111 6.50551 -2.77647 -0.122 -0.113 0.081 -0.88
H -2.72150 8.74939 -4.67020 -0.145 -0.052 -0.222 0.33
H -3.20321 6.99415 -4.83641 -0.379 0.430 0.417 0.22
C -6.75488 3.07272 -0.01573 0.473 -0.581 0.399 -0.63
C -7.20211 4.29696 -0.78976 0.956 0.038 1.861 0.25
C -6.82600 5.57505 -0.00819 -0.452 -0.369 -0.032 -0.41
O -5.94407 6.24777 -0.87074 1.414 0.467 -2.137 -0.35
C -5.64143 5.49126 -1.99449 2.744 1.616 -1.569 0.53
O -4.81257 5.80609 -2.92407 -3.896 -1.365 4.431 -0.56
O -6.29460 4.34266 -1.88912 -0.356 0.058 -1.821 -0.18
H -6.71343 2.15929 -0.60906 -0.653 0.003 -0.131 0.07
H -7.22869 2.89886 0.95039 -0.575 0.068 -0.239 0.48
H -5.70502 3.17498 0.25891 0.182 0.427 -0.113 -0.24
H -8.26237 4.37528 -1.03021 0.218 -0.529 -0.772 0.38
H -6.30951 5.33699 0.92170 -0.025 0.109 0.039 0.18
H -7.69104 6.21212 0.17606 0.118 0.013 0.095 0.37
C -5.86408 -2.92246 -2.62522 0.381 -0.035 0.231 -1.78
C -5.72323 -1.66608 -3.51868 1.078 -2.992 0.880 2.55
C -4.71939 -1.83384 -4.66564 2.808 -0.969 2.842 1.25
O -5.42241 -1.61636 -5.78941 -0.291 0.949 -3.521 -0.44
C -6.71048 -1.47181 -5.56905 -3.330 2.167 -2.655 0.52
O -7.56757 -1.14230 -6.44896 3.527 -1.857 4.073 -0.63
O -6.89376 -1.60994 -4.24193 -3.319 1.116 -0.940 -0.54
H -5.96361 -3.86205 -3.16870 0.159 0.233 -0.508 0.57
H -6.75463 -2.90955 -1.99683 -0.004 0.438 -0.016 0.51
H -5.00538 -3.07016 -1.97029 0.090 0.242 -0.006 -0.01
H -5.53291 -0.80893 -2.87279 -0.217 0.398 -0.357 -1.07
H -4.21187 -2.79397 -4.75868 -0.561 -0.540 0.478 -0.04
H -3.84131 -1.21410 -4.48398 -0.335 0.909 -0.553 -0.83
C 3.84083 -5.53300 -2.16051 0.512 0.249 0.328 -1.49
C 2.94782 -6.09053 -1.06383 0.177 -0.650 -0.338 0.94
C 3.26839 -5.88148 0.42797 0.135 0.299 -1.410 0.16
O 1.98209 -5.55019 0.98732 -0.185 -0.100 0.719 0.00
C 1.05741 -5.29331 0.03242 -0.479 1.310 -0.261 -0.45
O -0.05676 -4.79250 0.19388 2.878 -1.601 -0.234 0.56
O 1.61521 -5.57263 -1.16426 -0.903 0.259 -0.339 -0.10
H 3.72703 -4.45782 -2.29882 -0.030 -0.052 -0.093 0.20
H 3.75751 -6.08945 -3.09406 -0.672 0.296 -0.043 0.34
H 4.88895 -5.73681 -1.94145 0.146 0.181 0.546 0.50
H 2.93244 -7.15788 -1.28431 -0.518 -0.151 0.360 -0.32
H 3.98207 -5.06398 0.53026 -0.311 0.203 0.458 -0.22
H 3.70857 -6.80096 0.81384 -0.446 0.155 0.526 0.40
C 2.66106 5.81716 0.17328 0.960 -0.485 0.174 -1.28
C 3.00382 4.83408 -0.98165 0.475 1.305 1.875 1.09
C 2.88391 3.37373 -0.73122 -1.198 -0.126 1.623 1.20
O 2.37634 2.89556 -1.96214 -0.224 -0.244 -1.432 0.67
C 1.94017 3.94481 -2.69839 -1.133 0.328 -5.073 -0.20
O 1.51214 3.90536 -3.90459 1.460 -0.506 5.622 -0.71
O 2.11559 5.09472 -2.02681 -0.470 -0.652 -1.459 -0.49
H 3.60729 6.32098 0.37053 -0.318 0.384 0.391 0.36
H 2.34712 5.33630 1.09973 0.308 -0.436 -0.076 -0.22
H 1.86880 6.54435 -0.00452 0.201 -0.067 -0.786 0.41
H 4.04873 4.89724 -1.28542 -0.051 1.149 -0.559 0.48
H 2.11600 3.21715 0.02633 0.132 -0.432 0.166 -0.38
H 3.83355 2.92410 -0.44118 -0.301 -0.234 -0.267 -0.76
C 1.27090 -7.72871 3.88565 1.074 0.386 -0.238 -1.29
C -0.08228 -7.09574 4.15275 0.107 -1.120 -0.152 0.56
C -0.76487 -6.48034 2.93939 0.537 -0.195 0.520 1.11
O -2.07255 -7.09244 2.92524 -0.389 0.024 -0.169 -0.46
C -2.09594 -8.15967 3.75683 -2.472 -2.812 1.801 0.46
O -3.02236 -8.99034 3.99042 3.767 3.907 -1.682 -0.63
O -0.91534 -8.20870 4.41144 -1.186 -1.100 0.595 -0.42
H 1.67787 -8.41508 4.62819 -0.647 0.180 0.532 0.38
H 2.07403 -7.00489 3.74717 -0.115 0.303 -0.183 0.20
H 1.22785 -8.34069 2.98470 -0.238 0.164 -0.209 0.38
H -0.16824 -6.41205 4.99731 0.448 -0.094 0.198 0.35
H -0.21044 -6.75371 2.04163 -0.362 0.334 -0.177 0.04
H -0.78269 -5.41137 3.15175 -0.674 -0.161 -0.884 -0.64
C 2.10067 2.30330 3.99824 -1.052 0.140 -0.168 1.04
C 1.97954 3.16124 5.24697 1.950 0.356 0.867 0.43
O 2.81387 3.18956 6.13756 0.476 -1.052 -0.499 -0.69
C 0.88673 4.13581 5.41992 -1.354 0.396 -0.351 -0.41
H 2.88946 1.55597 3.91218 0.121 0.197 0.704 0.43
H 2.12736 2.86928 3.06708 0.066 0.503 0.142 -0.50
H 1.13287 1.81228 3.89649 -0.040 -0.304 -0.092 -0.84
H 0.97649 4.70481 6.34527 0.451 -0.171 -0.108 0.39
H -0.09710 3.66934 5.47099 -0.119 -0.031 -0.482 -0.09
H 0.92598 4.82832 4.57908 -0.334 0.073 -0.125 0.04
C -3.25212 -4.69494 0.16911 -0.879 1.254 0.193 0.46
C -3.98472 -5.44951 -0.87289 -0.394 -1.956 -0.488 0.50
O -5.19855 -5.52496 -0.96198 0.728 0.682 0.078 -0.69
C -3.12359 -6.40520 -1.68733 -0.094 -0.316 -0.637 -0.83
H -2.87265 -5.44805 0.85970 0.384 0.284 0.089 0.13
H -3.97233 -4.04180 0.66188 -0.097 -0.171 0.401 -0.07
H -2.50379 -4.01099 -0.23127 0.445 -0.576 -0.061 -0.31
H -3.70230 -6.87552 -2.48230 -0.149 0.435 -0.207 0.51
H -2.81375 -7.28053 -1.11644 0.104 0.220 0.636 0.50
H -2.21996 -5.94810 -2.09058 -0.042 0.180 0.043 -0.20
C 0.15561 -3.49350 -3.33386 0.428 0.660 0.125 0.32
C -1.13772 -2.82884 -3.67709 -1.839 -2.256 -0.196 1.11
O -2.21027 -3.33018 -3.29740 1.625 1.362 -0.385 -0.39
C -1.09071 -1.70466 -4.68086 0.171 -0.135 0.809 -1.07
H 0.59657 -3.91905 -4.23528 -0.195 -0.248 -0.172 0.70
H 0.08986 -4.23165 -2.53453 -0.093 0.215 -0.098 -0.65
H 0.86058 -2.69371 -3.10706 0.291 -0.063 0.385 -0.65
H -0.13495 -1.68493 -5.20454 -0.181 -0.176 -0.263 0.49
H -1.10967 -0.79235 -4.08468 -0.387 0.331 -0.142 -0.31
H -1.96702 -1.80890 -5.32062 0.290 0.355 -0.097 0.53
C 1.12724 -3.73633 3.61929 0.321 2.041 0.138 1.27
C 1.30050 -2.53094 4.57351 -1.235 -0.685 2.565 -0.16
O 0.86992 -2.58552 5.75385 1.339 0.264 -3.148 -0.73
C 1.90942 -1.25754 3.98899 0.088 -0.587 0.826 -0.58
H 0.06757 -3.68183 3.36983 -0.099 -0.312 -0.021 -0.54
H 1.42728 -4.70548 4.01784 -0.055 0.277 0.056 0.16
H 1.66963 -3.43329 2.72370 0.108 -0.704 -0.162 -0.58
H 2.94639 -1.44744 3.71201 0.062 -0.227 -0.057 0.46
H 1.91382 -0.49281 4.76568 -0.260 0.073 -0.205 0.42
H 1.41647 -0.94506 3.06841 -0.238 0.110 0.047 -0.06
C -2.82325 -4.05373 5.07304 -0.499 -0.250 -0.134 0.18
C -4.27401 -4.02968 5.51707 -0.673 -0.135 -0.429 0.25
O -4.77876 -4.91476 6.16877 0.756 -0.103 0.395 -0.65
C -5.17572 -2.97434 4.95144 -1.024 -0.420 -0.286 -0.24
H -2.14454 -4.10806 5.92422 0.092 0.045 -0.156 0.46
H -2.60152 -3.25619 4.36390 0.117 0.241 0.340 -0.35
H -2.79220 -4.97778 4.49573 0.353 -0.263 0.075 -0.12
H -5.05151 -2.86585 3.87399 0.670 0.508 0.162 -0.22
H -5.15181 -2.04313 5.51744 0.282 0.206 -0.390 0.16
H -6.18582 -3.37907 5.01442 -0.109 0.032 0.466 0.51
C -0.70447 -8.21127 -3.97610 0.953 -1.409 0.570 -0.92
C 0.42095 -7.45143 -3.23362 -0.158 0.377 0.226 0.99
C 1.78061 -8.05294 -3.57088 0.183 -0.174 -1.203 -0.95
S 1.54735 -9.51022 -4.69681 0.684 4.428 -0.222 1.05
O 1.34894 -10.60702 -3.80496 -0.253 -1.231 -0.283 -0.62
O 2.63414 -9.40973 -5.68003 -1.672 -1.025 0.770 -0.65
C -0.11399 -8.81575 -5.27383 0.458 0.414 0.202 -0.85
H -1.57838 -7.57451 -4.11375 0.013 -0.312 -0.156 0.36
H -0.89343 -9.06843 -3.32983 -0.791 0.063 0.064 0.42
H 0.24385 -7.35432 -2.16250 -0.239 -0.502 -0.035 0.05
H 0.45635 -6.40661 -3.54219 -0.119 -0.012 -0.247 -0.49
H 2.47942 -8.43238 -2.82537 -0.436 0.107 0.295 0.44
H 2.25731 -7.25129 -4.13498 0.567 -0.606 -0.254 0.32
H -0.65955 -9.57224 -5.83792 -0.179 -0.055 0.476 0.50
H 0.01807 -7.94970 -5.92237 0.766 -0.299 -0.430 0.35
C -7.26353 -0.43884 1.24762 0.114 -0.627 0.423 -1.15
C -6.36357 -1.02210 0.12862 0.628 0.614 0.289 -0.53
C -4.97410 -0.37906 0.27985 -0.055 -0.428 0.121 1.86
S -4.67249 -0.06576 2.09561 -1.069 2.111 -0.532 1.36
O -4.28663 1.36701 2.25939 -0.145 -2.385 -0.280 -0.52
O -3.91556 -1.14145 2.71824 -0.005 0.874 -0.685 -0.23
C -6.44272 -0.23711 2.58714 0.236 -0.703 -1.373 -0.82
H -8.08051 -1.14528 1.39451 0.014 -0.013 0.376 0.58
H -7.76844 0.45668 0.88540 0.401 0.290 0.252 0.17
H -6.71620 -0.72910 -0.86028 -0.309 0.048 0.064 0.30
H -6.29693 -2.10875 0.07522 -0.089 0.013 0.590 0.52
H -4.98652 0.56439 -0.26592 0.361 0.263 0.530 -1.31
H -4.20424 -1.01658 -0.15484 0.241 0.101 0.297 -0.61
H -6.76908 0.58207 3.22787 0.269 -0.040 -0.153 0.52
H -6.36440 -1.16536 3.15311 -0.479 0.055 0.116 0.12
C 8.32928 4.60612 -1.31469 2.194 0.841 -0.661 -0.74
C 8.94744 3.73028 -2.43788 -0.677 -0.758 -0.843 -0.77
C 7.99430 2.53532 -2.68866 0.032 0.326 -0.421 -0.76
S 6.36001 2.98781 -2.02382 0.797 0.646 -0.475 1.24
O 5.71049 1.81496 -1.43772 0.014 0.983 -0.756 -0.50
O 5.69337 3.91775 -2.95934 0.629 -1.689 1.356 -0.82
C 7.14731 3.94414 -0.73078 -1.251 -0.772 1.042 -0.16
H 8.19190 5.61179 -1.71198 -0.472 -0.079 0.165 0.46
H 9.14167 4.67759 -0.59150 -0.321 0.304 0.430 0.30
H 9.92562 3.29863 -2.22596 -0.056 0.169 0.537 0.36
H 9.12645 4.25937 -3.37389 -0.390 0.320 0.147 0.27
H 8.38978 1.68575 -2.13196 -0.567 -0.269 -0.195 0.33
H 7.87718 2.33943 -3.75451 -0.021 -0.328 0.146 0.50
H 7.44961 3.18315 -0.01132 0.110 -0.240 -0.024 -0.10
H 6.39756 4.50989 -0.17769 -0.005 0.407 -0.335 0.12
C 7.58460 3.62958 4.29320 -1.046 1.160 -0.013 -1.03
C 8.03726 4.51621 3.10466 0.082 -0.693 -0.432 -0.29
C 6.92152 5.52056 2.77209 -0.679 -0.283 1.277 -0.89
S 5.32956 4.61251 3.11027 1.135 -0.428 0.157 0.89
O 4.75810 4.20029 1.84082 0.245 -0.093 0.136 -0.45
O 4.50077 5.32624 4.04435 0.223 -0.002 -0.188 -0.77
C 6.14395 3.17976 3.94385 0.427 0.093 -0.252 0.15
H 7.59125 4.29445 5.15691 -0.301 -0.011 0.238 0.35
H 8.25960 2.82351 4.58081 -0.098 -0.148 -0.538 0.44
H 8.20103 3.90354 2.21814 0.149 -0.221 -0.049 -0.03
H 8.99825 4.95601 3.37145 -0.157 0.398 -0.236 0.46
H 6.82472 5.94785 1.77401 0.351 -0.235 0.030 0.37
H 6.93695 6.31414 3.51915 -0.134 0.177 -0.121 0.46
H 6.24358 2.38887 3.20044 -0.327 0.070 -0.150 -0.55
H 5.49818 2.83570 4.75176 0.060 0.223 0.100 0.69
C -1.26740 5.86502 0.54042 0.533 -0.114 -0.423 0.84
C -2.77731 5.55397 0.49067 0.631 0.368 0.380 0.16
C -3.04601 4.30340 1.27762 0.579 -0.905 1.619 0.03
S -1.74584 4.32101 2.63443 1.332 -1.647 -0.654 1.12
O -0.97884 3.05465 2.55650 -1.217 1.239 0.429 0.18
O -2.20458 4.77547 3.93318 -0.333 -0.284 -0.544 -0.94
C -0.70764 5.61074 1.92250 -1.019 -0.060 0.690 -1.26
H -1.04939 6.91313 0.33537 -0.213 -0.061 -0.498 0.44
H -0.80351 5.23400 -0.21769 0.380 0.058 0.092 -0.56
H -3.02514 5.44194 -0.56485 -0.559 0.248 0.166 -0.60
H -3.28376 6.36176 1.01895 -0.401 0.210 -0.558 0.42
H -2.89845 3.32924 0.81141 0.220 0.282 -0.326 -1.08
H -4.00088 4.24062 1.79951 -0.041 0.254 -0.029 0.79
H 0.34149 5.33944 2.04005 -0.203 -0.094 -0.215 -0.17
H -0.95947 6.44534 2.57681 0.303 0.216 -0.013 0.59
C 6.77986 -1.31668 1.72979 -1.557 0.566 -0.331 -0.87
C 5.81334 -0.11151 1.88460 -0.660 2.060 -0.035 -0.02
C 4.44923 -0.22328 1.08886 1.189 -0.480 -0.372 1.29
S 4.42201 -1.97347 0.69178 -0.371 0.213 1.315 0.82
O 3.72089 -2.22644 -0.55235 0.183 -0.295 0.491 0.18
O 4.01997 -2.68027 1.92693 0.531 0.378 -1.637 -0.86
C 6.22642 -2.05502 0.50175 -0.381 -0.545 0.429 -0.75
H 6.69773 -1.87780 2.66066 0.414 -0.440 -0.358 0.27
H 7.78324 -0.94234 1.52683 -0.011 -0.277 0.262 0.45
H 6.33326 0.77892 1.53117 -0.057 0.046 -0.685 -0.24
H 5.61210 0.25277 2.89202 -0.082 -0.934 0.412 0.35
H 4.51477 0.29774 0.13370 0.227 -0.051 -0.124 -0.85
H 3.50665 0.11552 1.51880 0.174 -0.262 0.557 -0.40
H 6.37555 -1.53034 -0.44195 0.281 -0.012 -0.064 0.22
H 6.55257 -3.09277 0.43247 -0.141 0.026 -0.158 0.52
C -1.19993 0.81262 5.67350 -0.431 -0.268 -0.240 0.71
C -1.53505 -0.54435 6.38075 -0.041 0.617 0.491 -0.33
C -2.81184 -0.29911 7.21085 0.094 -0.585 -0.346 -0.99
S -3.84790 0.94106 6.35907 1.073 0.817 -0.321 1.14
O -4.04116 2.03584 7.28894 -0.250 -0.330 -0.177 -0.77
O -5.01601 0.34176 5.72285 0.878 0.253 0.126 -0.60
C -2.51621 1.50528 5.13011 0.005 -1.655 0.524 0.15
H -0.45200 0.60379 4.90859 -0.316 0.149 -0.437 -0.97
H -0.67556 1.48851 6.34899 -0.275 0.007 0.328 0.32
H -0.75040 -0.89855 7.04931 0.255 0.691 0.283 0.58
H -1.51524 -1.42417 5.73761 -0.919 0.357 -0.617 -0.25
H -2.57025 0.14039 8.17861 0.007 0.228 -0.155 0.40
H -3.37221 -1.21074 7.41822 -0.238 0.097 -0.240 0.50
H -2.48172 2.58819 5.01084 -0.074 -0.053 0.665 0.55
H -2.85060 1.13427 4.16128 0.190 -0.321 0.058 -0.62
C 0.26213 -1.25239 -0.34743 -1.431 0.176 0.134 0.92
C -1.17867 -1.20180 0.32894 1.019 1.674 0.317 0.16
C -1.39390 0.27209 0.89491 0.569 0.633 -1.130 0.41
S 0.02738 1.31457 0.29552 0.650 -3.130 0.255 -0.01
O 1.16975 1.16408 1.21253 -1.007 0.889 -0.290 0.24
O -0.40028 2.57193 -0.25708 0.141 0.505 0.055 0.43
C 0.48884 0.14860 -1.02166 -0.071 -0.558 1.582 0.87
H 0.25544 -2.07816 -1.05889 0.007 0.219 -0.189 -0.75
H 0.97515 -1.57185 0.41260 0.409 0.692 -0.115 -0.74
H -1.30385 -1.90085 1.15583 0.123 -0.165 -0.244 0.30
H -1.88934 -1.41214 -0.47031 -0.276 0.135 0.231 -0.58
H -1.48009 0.50875 1.95541 0.057 -0.613 0.070 -0.01
H -2.20864 0.79701 0.39614 -0.308 -0.187 0.032 -0.77
H 1.54597 0.37163 -1.16603 -0.180 0.010 -0.548 -0.04
H -0.19245 0.36930 -1.84340 0.271 -0.316 -0.292 -0.17
C 4.08379 1.21181 -4.74482 -0.286 0.154 0.880 0.30
C 2.79649 0.55387 -4.18397 -0.293 -0.852 -0.297 0.23
C 3.28027 -0.46327 -3.16703 0.239 0.466 0.604 0.88
S 4.67191 -1.22606 -3.94689 0.916 -2.524 -1.275 1.34
O 4.24820 -2.39428 -4.76384 0.298 1.645 1.472 -0.83
O 5.76292 -1.43138 -2.99714 -0.660 0.368 -0.530 -0.73
C 5.03834 0.09465 -5.14270 -0.785 -0.635 -0.616 -1.06
H 4.53138 1.69878 -3.87844 -0.076 0.718 -0.293 -0.61
H 3.85019 1.88592 -5.56890 0.248 0.150 0.260 0.72
H 2.26304 0.00326 -4.95880 -0.043 0.089 -0.336 0.45
H 2.06226 1.19277 -3.69322 0.400 0.470 -0.297 -0.92
H 2.59023 -1.19837 -2.75284 0.058 -0.117 -0.437 -0.08
H 3.68393 0.07792 -2.31129 0.218 0.004 0.116 -0.64
H 4.72756 -0.29094 -6.11370 -0.203 -0.377 0.101 0.33
H 6.10937 0.24069 -5.28286 -0.042 0.427 0.758 0.52
C -3.66555 2.27231 -5.11586 1.005 -0.021 -0.692 -1.00
C -2.58591 3.22773 -4.67346 1.658 0.633 -0.282 -0.35
C -2.02036 2.86343 -3.28867 -0.591 0.712 0.431 0.46
S -3.31737 1.83893 -2.50350 1.153 1.086 -1.978 1.38
O -3.73050 2.51989 -1.27851 -0.104 -1.416 -0.479 -0.15
O -2.87953 0.43828 -2.61308 -0.718 0.850 1.007 -0.56
C -4.49034 2.15598 -3.89393 -1.577 -0.057 1.487 -0.74
H -3.20020 1.34214 -5.44192 -0.172 -0.273 0.156 0.16
H -4.13121 2.70480 -6.00142 -0.556 -0.148 0.260 0.54
H -2.95377 4.25028 -4.58867 -0.446 -0.084 -0.048 -0.05
H -1.77709 3.30989 -5.39951 0.087 -0.222 -0.026 0.46
H -2.00803 3.80339 -2.73693 0.087 -0.229 0.432 -0.77
H -1.01196 2.45761 -3.20778 -0.250 -0.449 -0.266 -0.09
H -4.94987 3.11871 -3.67014 0.249 0.271 0.175 0.14
H -5.34926 1.48655 -3.84675 0.341 -0.572 -0.138 0.47
```
Forces are in eV/Å.